Entry 1:
The following is a DFT calculation (wB97M-V/def2-TZVPD) of C12H11N3O4S as an isolated structure.

Last column: Löwdin charge in e.
Element x y z (Å)
O  -0.41192  -4.95425  -1.37147  0.109
O  -0.94658  -1.19568  -4.10932  -0.288
O  1.17997  -1.75481  -3.01581  -0.262
O  -2.07366  0.95275  -2.69313  0.052
C  -0.64299  -3.79494  -1.63427  -0.525
C  2.03243  1.38693  4.08867  -0.103
C  1.42517  0.62078  2.97336  -0.016
C  1.85808  2.69339  3.86465  -0.134
C  0.93152  1.56730  2.07127  -0.219
C  -1.14743  2.28823  -1.00237  0.023
C  -0.43224  2.45877  0.21343  -0.017
C  0.00808  0.11019  0.23570  0.061
C  -1.32706  1.01396  -1.55307  -0.253
C  0.15881  1.37719  0.83079  -0.170
C  -0.75937  -0.13229  -0.94586  -0.163
N  1.19578  2.80843  2.64737  0.051
N  -0.58847  -3.53424  -2.94832  0.026
N  -0.95531  -1.42957  -1.48747  -0.117
C  -0.90543  -2.67141  -0.67782  -0.055
S  -0.25894  -1.91709  -3.02611  0.763
H  -1.81965  0.15375  -3.21155  0.059
H  2.49776  1.03456  4.98246  0.083
H  1.42566  -0.46924  2.85332  0.095
H  2.10276  3.52340  4.51887  0.113
H  -1.58705  3.10771  -1.54730  0.117
H  -0.34720  3.45861  0.62473  0.103
H  0.48029  -0.72806  0.72932  0.101
H  0.88044  3.67159  2.22701  0.133
H  0.08403  -4.10738  -3.45476  0.166
H  -0.17680  -2.62266  0.09439  0.120
H  -1.88065  -2.91592  -0.27667  0.147

Orbital gap ... 8.2636 eV
Highest occupied orbital energy ... -7.90 eV
2S+1 ... 1
LUMO level ... 0.013 Ha
Charge ... 0



Entry 2:
The following is a DFT calculation (wB97M-V/def2-TZVPD) of C12H11N4OS6SeW as an isolated structure.

Last column: Löwdin charge in e.
Element x y z (Å)
W  0.32873  0.73173  -0.15773  0.649
O  4.94658  1.18381  -5.27813  -0.034
C  4.10511  1.12757  -4.39583  -0.908
S  3.60740  -0.45486  -3.67795  0.997
C  2.45025  0.17756  -2.60679  -1.062
C  2.10487  1.51469  -2.78128  -1.089
S  0.92214  2.31025  -1.72747  0.597
S  2.94134  2.43896  -3.96977  0.989
S  1.61330  -0.87659  -1.38864  0.523
S  0.12928  2.20161  1.80746  0.587
C  1.10877  1.02276  2.55489  -1.215
N  1.04747  0.70703  3.85316  -0.056
C  1.77245  -0.42640  4.44142  -0.223
C  1.47750  -1.78521  3.71707  -0.360
S  2.18636  0.35233  1.44909  0.637
H  0.31209  1.20300  4.38842  0.158
H  1.45130  -0.46563  5.55594  0.158
H  2.84194  -0.20360  4.39772  0.125
H  1.88985  -1.78974  2.72161  0.008
H  1.95524  -2.57578  4.28881  0.070
Se  -0.54404  -2.30849  3.60981  1.078
C  -0.66864  -1.54033  1.94364  -0.535
N  -0.62232  -1.01201  0.87068  -0.026
N  -1.17515  -0.93908  -2.78527  0.118
C  -2.10743  -0.42856  -1.95777  -0.376
C  -3.46040  -0.78383  -2.16532  -0.006
C  -4.40871  -0.23223  -1.37266  -0.059
C  -4.02548  0.70886  -0.39709  -0.047
C  -2.66547  1.04845  -0.25171  -0.139
N  -1.72335  0.44898  -1.01550  -0.109
H  -1.35248  -1.11579  -3.79812  0.146
H  -0.17419  -0.80990  -2.55357  -0.034
H  -3.74549  -1.58911  -2.83773  0.127
H  -5.46472  -0.49601  -1.43844  0.124
H  -4.78502  1.04398  0.34524  0.121
H  -2.26908  1.61158  0.61185  0.066

Orbital gap (spin up / spin down) ... 5.9780 / 6.2740 eV
Highest occupied orbital energy (spin up / spin down) ... -10.43 / -10.54 eV
2S+1 ... 3
LUMO level (spin up / spin down) ... -0.164 / -0.157 Ha
<S²> ... 2.08
Charge ... +1



Entry 3:
The following is a DFT calculation (wB97M-V/def2-TZVPD) of one molecule with the formula C12H11N5O2.

Last column: Löwdin charge in e.
Element x y z (Å)
N  -3.06069  -3.19160  -0.24147  0.167
C  -1.83034  -2.81694  0.22369  -0.335
N  -1.75796  -3.02507  1.53519  0.157
C  -0.70711  -2.41532  2.07020  -0.186
N  0.14191  -1.63533  1.50886  0.156
C  -0.00329  -1.37813  0.24669  -0.164
N  0.85646  -0.29698  -0.19032  0.029
C  2.24095  -0.27442  0.43448  -0.065
C  2.76480  1.06313  -0.10177  -0.129
C  1.61265  1.85463  -0.16518  -0.207
C  1.54638  3.25060  -0.04579  -0.047
C  0.37567  3.89743  -0.07504  -0.116
C  -0.76143  3.12784  -0.29461  -0.114
C  -0.73622  1.76100  -0.40459  -0.024
C  0.46758  1.04597  -0.28974  -0.149
C  -1.02581  -2.01571  -0.47089  -0.073
N  -1.17721  -1.86981  -1.86401  -0.318
O  -0.10260  -2.11798  -2.48314  0.095
O  -2.22477  -1.49640  -2.29768  0.117
H  -3.65316  -3.07816  0.55584  0.106
H  -3.33576  -2.74414  -1.06365  0.057
H  -0.56859  -2.50445  3.14000  0.119
H  2.77675  -1.19226  0.11745  0.137
H  2.17431  -0.22043  1.45784  0.084
H  3.19669  1.10932  -1.09425  0.140
H  3.42756  1.50297  0.54524  0.098
H  2.45254  3.72547  0.21136  0.104
H  0.33841  5.03401  -0.13627  0.130
H  -1.71822  3.68424  -0.34677  0.112
H  -1.70954  1.21653  -0.48166  0.118

SMILES ... Nc1ncnc(N2CCc3ccccc32)c1[N+](=O)[O-]
Orbital gap ... 7.3924 eV
Highest occupied orbital energy ... -8.05 eV
2S+1 ... 1
LUMO level ... -0.024 Ha
Charge ... 0



Entry 4:
The following is a DFT calculation (wB97M-V/def2-TZVPD) of C12H11NO6V as an isolated structure.

Last column: Löwdin charge in e.
Element x y z (Å)
V  -0.69786  0.46271  2.18469  0.867
C  -3.23326  3.46622  -0.49572  -0.036
C  -1.97691  2.61314  -0.60179  -0.555
C  -1.31221  2.80937  -1.96982  -0.030
O  -2.40188  1.27978  -0.44931  -0.033
C  -0.93456  3.07535  0.46027  -0.597
O  -0.69856  4.28294  0.51794  0.003
O  -0.33758  2.17057  1.13726  -0.123
H  -3.92907  3.18802  -1.29210  0.074
H  -2.97902  4.52195  -0.57062  0.074
H  -3.71529  3.28303  0.46571  0.088
H  -2.02568  2.56502  -2.76166  0.074
H  -0.45374  2.14007  -2.06187  0.089
H  -0.97126  3.83918  -2.07855  0.077
H  -1.63724  0.68366  -0.34028  0.043
O  -0.75407  -0.75236  0.38961  -0.152
C  0.30745  -1.37529  0.79449  -0.464
N  0.72840  -1.12011  2.07099  0.044
C  1.89405  -1.82841  2.32482  -0.481
O  2.54149  -1.82829  3.38218  -0.043
C  2.19340  -2.58876  1.10194  -0.126
C  3.23031  -3.45522  0.78754  -0.062
C  3.27858  -4.02454  -0.47644  -0.150
C  2.27758  -3.71804  -1.43698  -0.153
C  1.24051  -2.86113  -1.14166  -0.057
C  1.18217  -2.28649  0.13971  -0.129
H  3.99271  -3.67524  1.52772  0.099
H  4.08558  -4.70085  -0.73768  0.065
H  2.33539  -4.16586  -2.42450  0.070
H  0.48397  -2.62969  -1.88345  0.097
O  -1.71340  0.62928  3.43758  -0.574

Orbital gap (spin up / spin down) ... 4.6164 / 7.8588 eV
Highest occupied orbital energy (spin up / spin down) ... 0.70 / -2.54 eV
2S+1 ... 4
LUMO level (spin up / spin down) ... 0.196 / 0.195 Ha
<S²> ... 3.79
Charge ... -2



Entry 5:
The following is a DFT calculation (wB97M-V/def2-TZVPD) of a 2-piece molecular cluster, C12H12 overall.

Last column: Löwdin charge in e.
Element x y z (Å)
C  2.00285  -1.08485  -0.76220  -0.103
C  3.18599  -1.18063  -0.03180  -0.074
C  3.55448  -0.08491  0.72169  -0.099
C  2.84889  1.08222  0.49441  -0.115
C  1.83584  1.20336  -0.42897  -0.069
C  1.34364  0.02830  -0.97592  -0.122
H  1.37717  -1.89866  -1.27480  0.140
H  3.70618  -2.01844  -0.12402  0.054
H  4.46189  -0.14921  1.44218  0.137
H  3.51251  2.00437  0.66437  0.128
H  1.35943  2.02920  -0.76233  0.070
H  0.57180  0.10863  -1.55072  0.049
C  -2.48613  -1.12148  1.11737  -0.105
C  -2.93502  -1.25522  -0.14149  -0.093
C  -2.92159  -0.10269  -1.08700  -0.062
C  -2.70812  1.23717  -0.68961  -0.073
C  -2.10865  1.27262  0.60978  -0.122
C  -1.92522  0.17991  1.47872  -0.071
H  -2.30092  -2.00831  1.67984  0.090
H  -3.18283  -2.25121  -0.42051  0.085
H  -3.35191  -0.43304  -1.94830  0.049
H  -2.79102  2.10635  -1.37432  0.108
H  -1.43898  2.16241  0.86512  0.114
H  -1.61027  0.17414  2.49849  0.083

SMILES ... c1ccccc1.c1ccccc1
Orbital gap ... 9.9520 eV
Highest occupied orbital energy ... -9.02 eV
2S+1 ... 1
LUMO level ... 0.034 Ha
Charge ... 0



Entry 6:
The following is a DFT calculation (wB97M-V/def2-TZVPD) of C12H12BN9O2Re as an isolated structure.

Last column: Löwdin charge in e.
Element x y z (Å)
Re  -1.31095  -1.48220  -1.45378  1.718
C  2.75447  -1.88529  -1.86661  0.073
C  1.50142  -2.24197  -2.20903  -0.012
N  0.58841  -1.47336  -1.46711  -0.166
N  1.33641  -0.63290  -0.64975  0.090
C  2.61338  -0.86546  -0.87330  0.096
B  0.51294  0.32538  0.31478  -0.607
N  -0.41593  -0.64905  1.13823  0.059
C  -0.45964  -0.92927  2.43275  0.069
C  -1.35207  -1.99690  2.65407  0.055
C  -1.80921  -2.35300  1.42022  -0.021
N  -1.24654  -1.51642  0.48029  -0.153
N  -0.43755  1.13101  -0.64394  0.055
C  -0.48769  2.42375  -0.93902  0.065
C  -1.39002  2.62742  -1.99827  0.052
C  -1.84746  1.38552  -2.33240  -0.026
N  -1.27335  0.46021  -1.49199  -0.153
N  1.31798  1.19112  1.16881  -0.031
C  0.90433  2.11411  2.10524  -0.074
C  2.01807  2.67532  2.64704  -0.001
C  3.10064  2.04094  1.98911  -0.077
N  2.68779  1.15651  1.11012  0.074
H  3.68361  -2.27789  -2.24886  0.150
H  1.15203  -2.97419  -2.92336  0.143
H  3.34985  -0.29755  -0.31544  0.141
H  0.14680  -0.37612  3.13666  0.164
H  -1.60640  -2.44179  3.60250  0.146
H  -2.50188  -3.13148  1.13565  0.142
H  0.11957  3.13584  -0.39791  0.163
H  -1.65386  3.56844  -2.45291  0.145
H  -2.55052  1.08994  -3.09719  0.140
H  -0.14149  2.29516  2.30728  0.138
H  2.06504  3.43483  3.40865  0.125
H  4.15734  2.20095  2.13672  0.133
O  -5.58258  -1.99377  -1.95355  0.354
N  -4.47955  -2.08122  -2.23731  -0.025
O  -3.46338  -1.65665  -1.63642  -0.145

Orbital gap (spin up / spin down) ... 4.0707 / 4.4413 eV
Highest occupied orbital energy (spin up / spin down) ... -17.95 / -17.96 eV
2S+1 ... 3
LUMO level (spin up / spin down) ... -0.510 / -0.497 Ha
<S²> ... 2.07
Charge ... +3



Max |F| list, top to bottom, in eV Å⁻¹: 4.81, 5.25, 4.35, 0.17, 5.81, 0.56